86
Properties=species:S:1:pos:R:3:forces:R:3:lowdin_charge:R:1 method="wB97M-V/def2-TZVPD" max_force_ev_per_a=6.436 spin_multiplicity=2 orbital_gap_ev="3.069 / 6.379" charge=0 e_homo_ha="-0.198 / -0.324" total_energy_ha=-47844.5444
Ba 3.386 -4.752 -2.988 -0.76 2.20 1.15 1.620
Br -2.754 0.403 -4.712 0.00 -0.60 0.09 0.606
Br 0.711 1.687 -9.260 0.45 -0.74 0.72 0.589
Br -0.311 6.813 -0.749 0.58 0.13 -0.15 0.506
Br -2.598 -4.821 2.130 -0.16 -0.39 0.13 0.682
Br 4.435 0.454 -1.898 0.51 0.88 1.22 0.684
Br -0.283 -2.555 5.297 -1.46 -0.52 0.05 0.598
Br -5.192 1.121 1.466 0.68 1.60 -0.24 0.535
Br 4.348 -3.224 2.155 -0.61 -0.03 0.58 0.680
Br 1.282 -1.847 -6.138 0.27 0.33 -0.40 0.675
Br 2.733 -5.808 0.348 -0.33 -0.09 1.12 0.423
Br -3.538 -1.574 -0.960 0.26 -0.32 0.64 0.687
Br -0.774 2.344 5.567 0.29 -0.12 -0.03 0.625
Br -0.286 4.663 -3.625 1.04 0.15 1.08 0.549
Br 6.678 0.083 2.222 -0.16 0.03 -0.31 0.585
Br 2.281 -0.176 3.004 -0.52 0.40 0.75 0.728
Br -3.745 -0.727 6.070 -0.24 -0.38 -0.70 0.636
Br -3.508 5.221 -0.457 -0.55 -0.59 0.92 0.551
Br -3.937 3.285 -3.213 0.96 -1.11 0.18 0.551
O -0.124 -0.955 0.606 0.65 -1.73 -0.44 0.193
O 2.270 -1.143 -0.220 -1.21 0.36 1.61 0.114
O 1.575 -2.512 -3.292 1.06 -3.73 -4.84 -0.146
O 0.537 -1.280 -1.782 -1.14 0.83 0.64 0.198
O 3.620 -2.631 -1.211 2.51 -2.47 -0.69 -0.211
O -1.458 0.254 2.051 3.41 -0.90 -3.95 0.040
O 0.835 0.817 -0.619 -0.65 -0.55 1.35 0.198
O -0.339 2.472 0.376 0.38 -1.75 0.35 0.106
C 5.803 -0.283 0.490 -0.27 0.05 0.39 -0.708
C -3.471 -2.438 0.803 -0.89 -0.63 0.18 -0.671
C 0.567 -0.589 -7.453 -1.73 0.28 0.59 -0.698
C 2.206 -5.146 2.245 -0.32 1.69 -0.97 -0.506
C 0.642 1.889 4.311 -0.14 -1.02 -1.20 -0.670
C -0.014 1.297 0.295 -0.23 2.00 -1.02 -0.362
C -2.237 -3.256 1.070 1.75 0.92 -0.20 -0.705
C -3.207 -2.104 4.777 0.30 0.44 -0.49 -0.685
C -0.612 0.122 1.092 -3.35 2.08 3.85 -0.376
C 1.362 5.775 -1.177 -2.81 -0.77 -1.25 -0.516
C 1.565 -1.963 -2.251 0.39 1.81 6.16 -0.535
C 0.777 4.439 -1.925 0.44 1.68 1.07 -0.607
C 0.809 0.337 4.261 0.09 1.44 0.18 -0.673
C -2.840 1.913 -2.219 -0.05 -1.48 -1.10 -0.587
C -4.142 2.855 1.143 -0.18 0.57 -0.66 -0.581
C 1.554 0.437 -7.964 0.42 -0.89 -0.30 -0.661
C 5.203 0.986 -0.060 0.60 -0.06 -1.14 -0.547
C -2.300 -3.057 5.471 2.00 -0.63 0.32 -0.574
C -4.798 3.795 0.104 0.37 -0.67 -0.16 -0.631
C -1.818 1.059 -3.154 -1.37 2.85 0.75 -0.642
C 2.447 -3.619 2.350 -0.21 -1.22 0.09 -0.684
C 2.578 -2.001 -1.155 -2.06 0.54 -2.15 -0.607
B 0.877 -0.679 -0.468 0.65 0.87 -1.34 -0.871
H 1.572 3.717 -2.108 -0.20 0.07 -0.15 0.047
H 4.499 1.540 0.562 -0.40 -0.61 -0.25 0.065
H -1.680 -3.549 0.180 -0.53 -0.30 -0.14 0.055
H -3.674 -1.702 1.580 0.28 0.24 -0.29 0.024
H 1.547 2.456 4.526 -0.12 -0.31 0.35 0.055
H 0.272 2.212 3.338 -0.01 0.11 0.08 0.033
H -4.286 -3.160 0.847 -0.30 0.36 -0.45 0.032
H 2.319 -0.167 -8.454 0.06 0.48 -0.59 0.050
H 1.662 5.591 -0.145 0.59 -0.43 -0.55 0.037
H 1.003 -0.005 5.278 0.34 -0.34 -0.38 0.014
H -2.301 -4.072 5.074 -0.11 0.26 -0.16 0.013
H -3.985 -2.654 4.247 -0.77 0.07 0.87 0.064
H -1.480 -2.717 1.638 -0.29 0.18 0.12 0.032
H 1.900 -2.924 1.714 0.14 -0.57 -0.64 0.030
H 1.135 -5.335 2.328 0.04 -0.16 -0.35 0.052
H -2.761 -1.598 3.921 0.52 0.32 0.36 0.034
H 6.006 1.677 -0.316 -0.14 -0.03 -0.13 0.046
H 6.588 -0.651 -0.170 -0.22 -0.04 0.14 0.054
H 2.096 1.003 -7.207 -0.62 0.14 0.09 0.059
H -4.948 3.252 -0.830 -0.28 0.16 0.20 -0.038
H 1.981 -3.412 3.313 0.85 0.35 0.60 0.024
H -0.065 -0.153 3.831 0.14 0.30 0.25 -0.022
H 0.029 -1.169 -8.202 0.77 -0.04 -0.41 0.056
H 0.034 4.071 -1.218 0.28 -0.31 -0.28 -0.010
H -3.178 2.543 0.743 -0.12 -0.24 0.33 0.013
H -1.173 1.818 -3.596 0.49 -0.43 0.30 -0.007
H -5.717 4.281 0.433 0.24 -0.07 0.03 0.056
H -1.302 0.275 -2.599 -0.16 0.05 -0.20 0.034
H -3.572 1.207 -1.826 -0.18 0.16 -0.12 -0.009
H -2.387 2.382 -1.345 0.41 0.31 -0.47 0.021
H -2.383 -3.103 6.557 -0.25 0.15 -0.28 0.032
H -0.278 -0.186 -6.894 0.30 0.56 0.13 0.016
H 2.718 -5.696 3.034 0.42 -0.13 -0.64 0.071
H -3.995 3.417 2.065 -0.15 -0.64 0.22 0.061
H 5.057 -1.046 0.712 0.15 0.13 -0.23 -0.039
H 1.955 6.474 -1.766 0.16 -0.47 0.18 0.041